This record from OMol25 describes a structure of composition C39H40Cl60N2O3P at a distorted geometry. The level of theory is ωB97M-V/def2-TZVPD.

Each line ends with the Löwdin charge.
Atoms and positions in Å:
1 C -1.009 3.504 -2.708  -0.189
2 C -1.800 2.591 -2.596  -0.195
3 P -3.175 1.291 -2.210  0.572
4 C -1.973 -0.212 -2.196  -0.301
5 C -2.725 -1.491 -1.730  -0.242
6 C -1.754 -2.725 -1.490  -0.193
7 C -1.566 -3.652 -2.730  -0.224
8 C -0.524 -3.169 -3.771  -0.216
9 C 0.821 -2.770 -3.121  -0.198
10 C 1.975 -2.737 -4.185  -0.193
11 C 3.233 -3.498 -3.625  -0.194
12 C 4.136 -2.427 -2.920  -0.185
13 C 4.700 -2.984 -1.575  -0.204
14 C 4.782 -1.867 -0.461  -0.171
15 C 6.208 -1.688 0.134  -0.223
16 O 6.735 -0.434 -0.337  -0.204
17 C 6.611 0.564 0.658  -0.129
18 C -4.443 2.676 -1.907  -0.263
19 C -5.466 2.541 -0.944  -0.104
20 C -6.422 3.508 -0.658  -0.266
21 N -6.466 4.670 -1.320  0.035
22 C -5.511 4.817 -2.217  -0.201
23 C -4.479 3.937 -2.563  -0.070
24 N -3.652 1.119 -3.963  -0.080
25 C -4.374 -0.042 -4.322  -0.500
26 C -3.850 -1.170 -5.226  -0.006
27 O -5.523 -0.148 -3.932  0.044
28 C -2.738 1.585 -4.948  -0.503
29 C -3.056 2.914 -5.693  -0.005
30 O -1.748 1.004 -5.344  0.032
31 H -0.318 4.280 -2.424  0.000
32 H -4.196 0.379 -1.730  0.012
33 H -2.794 1.463 -0.807  0.021
34 H -1.200 -0.006 -1.423  0.060
35 H -1.416 -0.421 -3.126  0.066
36 H -3.214 -1.353 -0.754  0.096
37 H -3.448 -1.856 -2.479  0.080
38 H -2.305 -3.351 -0.760  0.100
39 H -0.796 -2.382 -1.072  0.089
40 H -1.214 -4.650 -2.402  0.105
41 H -2.539 -3.736 -3.246  0.030
42 H -0.935 -2.353 -4.400  0.105
43 H -0.320 -3.995 -4.482  0.092
44 H 1.064 -3.564 -2.389  0.106
45 H 0.774 -1.819 -2.570  0.102
46 H 1.641 -3.154 -5.151  0.099
47 H 2.284 -1.702 -4.374  0.094
48 H 2.921 -4.282 -2.914  0.080
49 H 3.737 -3.980 -4.482  0.100
50 H 3.536 -1.529 -2.712  0.097
51 H 4.975 -2.199 -3.595  0.112
52 H 4.062 -3.801 -1.164  0.046
53 H 5.722 -3.364 -1.761  0.103
54 H 4.456 -0.912 -0.903  0.105
55 H 4.070 -2.080 0.360  0.083
56 H 6.928 -2.452 -0.206  0.115
57 H 6.163 -1.705 1.241  0.102
58 H 5.553 0.899 0.744  0.061
59 H 7.232 1.423 0.360  0.087
60 H 6.946 0.221 1.657  0.086
61 H -5.504 1.613 -0.352  0.098
62 H -7.172 3.329 0.141  -0.056
63 H -5.528 5.771 -2.771  0.098
64 H -3.730 4.205 -3.307  0.074
65 H -2.838 -1.022 -5.626  0.061
66 H -4.541 -1.221 -6.088  0.088
67 H -3.920 -2.142 -4.722  0.011
68 H -2.875 2.807 -6.772  0.078
69 H -4.085 3.237 -5.469  0.071
70 H -2.374 3.664 -5.253  0.059
71 C -8.456 3.222 3.386  -1.977
72 Cl -10.083 2.714 2.913  0.501
73 Cl -7.857 2.162 4.675  0.519
74 Cl -7.381 3.112 1.975  0.593
75 Cl -8.502 4.894 3.972  0.499
76 C 2.174 1.159 2.147  -2.030
77 Cl 3.320 0.021 2.880  0.504
78 Cl 1.361 0.382 0.783  0.537
79 Cl 0.973 1.643 3.350  0.506
80 Cl 3.050 2.588 1.575  0.497
81 C -0.950 -1.663 4.941  -2.026
82 Cl 0.520 -1.386 4.001  0.487
83 Cl -2.223 -0.572 4.376  0.537
84 Cl -1.477 -3.341 4.739  0.523
85 Cl -0.620 -1.350 6.654  0.474
86 C -4.825 6.049 2.514  -2.027
87 Cl -4.081 7.642 2.748  0.509
88 Cl -6.493 6.252 1.965  0.497
89 Cl -3.915 5.143 1.304  0.563
90 Cl -4.813 5.162 4.050  0.500
91 C 1.586 3.200 -5.753  -1.990
92 Cl 1.481 1.548 -6.346  0.526
93 Cl 0.916 3.294 -4.108  0.634
94 Cl 3.290 3.721 -5.746  0.481
95 Cl 0.653 4.263 -6.822  0.522
96 C -10.218 -1.017 0.482  -2.041
97 Cl -10.906 -2.047 1.750  0.506
98 Cl -9.298 0.295 1.226  0.492
99 Cl -9.152 -1.981 -0.548  0.531
100 Cl -11.526 -0.336 -0.498  0.516
101 C 5.677 0.087 -9.031  -2.054
102 Cl 6.490 1.095 -10.239  0.509
103 Cl 6.862 -0.481 -7.845  0.513
104 Cl 4.431 1.033 -8.214  0.505
105 Cl 4.933 -1.306 -9.831  0.513
106 C 5.912 5.203 3.040  -2.011
107 Cl 5.106 4.062 4.123  0.529
108 Cl 7.619 4.762 2.884  0.529
109 Cl 5.147 5.161 1.447  0.479
110 Cl 5.785 6.840 3.709  0.472
111 C 6.724 9.970 6.803  -2.036
112 Cl 8.143 9.726 7.832  0.518
113 Cl 6.779 11.591 6.095  0.519
114 Cl 6.719 8.759 5.511  0.469
115 Cl 5.255 9.800 7.774  0.525
116 C 6.448 7.838 -1.687  -2.042
117 Cl 6.641 7.446 0.027  0.484
118 Cl 8.036 7.869 -2.469  0.517
119 Cl 5.435 6.611 -2.459  0.528
120 Cl 5.680 9.424 -1.848  0.521
121 C 1.130 -1.112 10.544  -2.035
122 Cl 2.142 0.331 10.695  0.531
123 Cl -0.323 -0.721 9.614  0.494
124 Cl 2.037 -2.382 9.711  0.514
125 Cl 0.663 -1.677 12.154  0.505
126 C -4.280 -6.123 -4.520  -2.036
127 Cl -2.756 -5.971 -5.408  0.537
128 Cl -4.893 -4.515 -4.124  0.577
129 Cl -5.464 -6.978 -5.523  0.514
130 Cl -4.004 -7.034 -3.028  0.519
131 C 5.020 -6.521 0.870  -2.039
132 Cl 4.255 -7.712 1.933  0.520
133 Cl 6.722 -6.947 0.636  0.517
134 Cl 4.197 -6.507 -0.698  0.544
135 Cl 4.902 -4.919 1.605  0.549
136 C -0.137 -5.540 12.278  -2.035
137 Cl -0.630 -7.234 12.182  0.491
138 Cl -1.006 -4.742 13.598  0.519
139 Cl 1.605 -5.448 12.578  0.521
140 Cl -0.514 -4.731 10.751  0.500
141 C 0.044 -9.689 9.029  -2.041
142 Cl 1.661 -10.017 8.389  0.523
143 Cl -0.223 -7.943 9.091  0.492
144 Cl -1.168 -10.436 7.979  0.525
145 Cl -0.092 -10.368 10.660  0.505

Summary:
Largest force on an atom: 3.1 eV/Å
HOMO-LUMO gap: 6.526 eV
Charge: -1
E_HOMO: -5.5 eV